# 1
{
  "formula": "C14H26AlClF4N2",
  "method": "the ωB97M-V functional and the def2-TZVPD basis",
  "species": ["C", "C", "C", "C", "Cl", "N", "C", "C", "C", "C", "N", "C", "C", "C", "C", "C", "C", "H", "H", "H", "H", "H", "H", "H", "H", "H", "H", "H", "H", "H", "H", "H", "H", "H", "H", "H", "H", "H", "H", "H", "H", "H", "H", "F", "Al", "F", "F", "F"],
  "coordinates": [[-1.673, 3.215, 0.586], [-1.559, 2.015, 1.170], [-1.866, 0.704, 0.496], [-0.792, 0.340, -0.569], [-1.404, 0.793, -2.160], [0.477, 1.122, -0.272], [1.494, 0.434, -1.152], [1.174, -1.109, -1.126], [1.313, -1.541, -2.631], [0.117, -2.129, -3.387], [2.152, -1.832, -0.412], [2.626, -1.971, 0.751], [2.090, -3.000, 1.719], [3.837, -1.203, 1.235], [-0.214, -1.077, -0.418], [-1.152, -2.277, -0.582], [-2.020, -2.595, 0.644], [-2.476, 3.458, -0.106], [-0.978, 4.019, 0.807], [-1.186, 1.970, 2.193], [-2.834, 0.730, -0.007], [-1.923, -0.089, 1.238], [0.765, 0.981, 0.694], [0.456, 2.101, -0.554], [1.308, 0.866, -2.133], [2.518, 0.731, -0.938], [2.086, -2.308, -2.644], [1.720, -0.725, -3.226], [-0.820, -1.610, -3.220], [-0.041, -3.164, -3.081], [0.344, -2.170, -4.451], [1.999, -2.545, 2.709], [2.787, -3.833, 1.825], [1.114, -3.355, 1.397], [4.730, -1.623, 0.769], [3.968, -1.331, 2.309], [3.766, -0.136, 1.028], [-0.028, -1.045, 0.667], [-1.798, -2.115, -1.442], [-0.510, -3.137, -0.777], [-2.218, -3.662, 0.721], [-2.998, -2.122, 0.549], [-1.599, -2.219, 1.578], [-3.640, 5.518, 1.198], [-2.567, 6.518, 2.055], [-2.705, 6.207, 3.703], [-2.838, 8.137, 1.707], [-1.002, 6.065, 1.541]],
  "homo_ev": -9.5,
  "largest_force_ev_per_a": 2.2
}

# 2
{
  "formula": "C14H26BaN6O6",
  "method": "the ωB97M-V functional and the def2-TZVPD basis",
  "species": ["O", "H", "Ba", "N", "N", "N", "N", "O", "O", "O", "O", "C", "C", "C", "C", "C", "H", "H", "H", "C", "H", "H", "H", "C", "C", "H", "H", "H", "H", "H", "H", "H", "H", "C", "H", "H", "H", "O", "H", "H", "N", "C", "C", "C", "N", "C", "C", "H", "H", "H", "H", "H", "H"],
  "coordinates": [[3.395, 2.226, 1.013], [4.163, 2.721, 1.332], [1.197, 1.362, -0.202], [1.208, -1.793, -0.901], [2.732, -0.060, -1.754], [-0.282, -0.474, 1.983], [0.854, 1.743, 2.444], [0.287, -2.586, -0.462], [-1.016, -1.579, 1.626], [1.365, 3.060, 2.629], [2.981, 1.123, -2.225], [2.464, -1.022, -2.684], [1.600, -2.031, -2.201], [-0.884, 0.253, 2.934], [-0.280, 1.557, 3.120], [1.070, -3.127, -3.064], [-0.019, -3.058, -3.197], [1.301, -4.111, -2.634], [1.520, -3.088, -4.062], [2.813, -0.814, -4.103], [3.781, -0.302, -4.171], [2.052, -0.190, -4.605], [2.871, -1.774, -4.629], [-2.129, -0.131, 3.676], [-0.909, 2.631, 3.930], [-2.147, -1.196, 3.941], [-3.045, 0.081, 3.100], [-2.184, 0.447, 4.607], [-0.642, 3.614, 3.529], [-0.595, 2.588, 4.984], [-1.999, 2.524, 3.919], [-0.450, -1.970, 0.873], [2.281, 2.992, 2.257], [3.692, 0.757, 1.149], [3.784, 0.301, 0.149], [2.897, 0.275, 1.733], [4.646, 0.647, 1.690], [2.254, -2.817, 2.340], [1.532, -2.184, 2.508], [2.304, -2.808, 1.359], [-5.321, 0.532, -2.496], [-4.085, 0.469, -1.944], [-3.770, 1.213, -0.785], [-2.451, 1.202, -0.321], [-1.455, 0.544, -0.961], [-1.787, -0.270, -1.989], [-3.072, -0.328, -2.526], [-6.037, 1.124, -2.105], [-5.542, 0.029, -3.340], [-4.522, 1.806, -0.270], [-2.168, 1.749, 0.591], [-0.980, -0.898, -2.391], [-3.271, -0.956, -3.392]],
  "homo_ev": [-5.1, -5.1],
  "largest_force_ev_per_a": 4.1,
  "relative_energy_kj_mol": 53.11
}

# 3
{
  "formula": "C14H26Cl6O10",
  "method": "the ωB97M-V functional and the def2-TZVPD basis",
  "species": ["C", "Cl", "Cl", "Cl", "H", "C", "Cl", "Cl", "Cl", "H", "C", "O", "C", "O", "O", "C", "H", "H", "H", "H", "H", "H", "C", "O", "C", "O", "O", "C", "H", "H", "H", "H", "H", "H", "C", "O", "C", "O", "O", "C", "H", "H", "H", "H", "H", "H", "C", "C", "O", "C", "H", "H", "H", "H", "H", "H"],
  "coordinates": [[-0.127, 0.085, -1.806], [0.973, 0.836, -0.721], [0.709, -0.865, -3.118], [-1.333, 1.261, -2.397], [-0.637, -0.672, -1.211], [-0.121, 0.086, 4.493], [1.196, 0.654, 3.453], [-1.648, 0.308, 3.697], [-0.166, 0.875, 6.093], [-0.076, -0.999, 4.584], [-0.462, -3.533, -4.146], [-1.001, -3.476, -2.852], [-1.643, -2.272, -2.538], [-1.856, -1.334, -3.313], [-2.160, -2.375, -1.256], [-2.959, -1.345, -0.733], [0.127, -2.653, -4.405], [-1.292, -3.702, -4.831], [0.164, -4.420, -4.243], [-3.992, -1.564, -1.005], [-2.516, -0.470, -1.208], [-2.799, -1.237, 0.339], [1.807, 2.582, 2.750], [2.537, 3.709, 2.225], [2.658, 3.850, 0.875], [2.285, 3.022, 0.073], [3.511, 4.826, 0.641], [3.826, 5.151, -0.731], [2.216, 1.662, 2.332], [0.735, 2.552, 2.553], [2.025, 2.576, 3.818], [3.040, 5.652, -1.297], [4.173, 4.270, -1.271], [4.694, 5.809, -0.763], [1.455, -3.156, -2.120], [0.364, -2.687, -1.319], [0.354, -2.877, -0.038], [1.130, -3.582, 0.615], [-0.664, -2.182, 0.442], [-0.904, -2.089, 1.846], [2.365, -2.578, -1.955], [1.104, -2.968, -3.134], [1.617, -4.229, -2.026], [-1.119, -3.056, 2.300], [-1.783, -1.460, 1.985], [-0.103, -1.645, 2.437], [-0.613, 1.214, 1.546], [-1.761, 0.799, 0.693], [-2.026, -0.393, 0.620], [-2.432, 1.803, -0.180], [-1.037, 1.835, 2.336], [0.063, 1.830, 0.953], [-0.044, 0.453, 2.079], [-2.898, 1.316, -1.036], [-1.738, 2.556, -0.553], [-3.220, 2.247, 0.429]],
  "homo_ev": -7.8,
  "largest_force_ev_per_a": 14.0,
  "relative_energy_kj_mol": 1427.85
}

# 4
{
  "formula": "C14H26ClN2O",
  "method": "the ωB97M-V functional and the def2-TZVPD basis",
  "species": ["H", "N", "C", "C", "C", "C", "C", "C", "C", "C", "C", "N", "C", "C", "O", "Cl", "C", "C", "C", "H", "H", "H", "H", "H", "H", "H", "H", "H", "H", "H", "H", "H", "H", "H", "H", "H", "H", "H", "H", "H", "H", "H", "H", "H"],
  "coordinates": [[3.445, -0.425, -1.557], [2.956, 0.005, -2.373], [1.646, -0.400, -2.311], [0.964, -1.353, -1.165], [-0.139, -0.546, -0.201], [-0.769, -1.779, 0.669], [-2.255, -2.290, 0.213], [-2.430, -2.582, -1.396], [-3.483, -1.341, 0.836], [-1.113, 0.520, -0.975], [-0.882, 2.040, -0.316], [0.623, 1.926, 0.010], [1.202, 3.142, 0.697], [1.285, 4.491, -0.251], [0.570, 4.718, -1.356], [2.544, 5.785, 0.268], [0.681, 0.567, 0.740], [2.148, 0.161, 1.342], [2.184, -1.211, 2.238], [0.932, -0.036, -3.191], [0.411, -2.232, -1.754], [1.790, -1.912, -0.510], [-0.794, -1.520, 1.823], [-0.032, -2.706, 0.547], [-2.415, -3.347, 0.746], [-3.552, -2.297, -1.685], [-2.344, -3.743, -1.641], [-1.726, -1.959, -2.092], [-3.109, -0.607, 1.668], [-4.323, -2.042, 1.271], [-3.983, -0.706, -0.041], [-0.881, 0.766, -2.120], [-2.270, 0.353, -1.014], [-1.112, 2.724, -1.263], [-1.597, 2.308, 0.577], [1.050, 1.983, -0.943], [0.499, 3.426, 1.618], [2.310, 2.979, 1.111], [-0.059, 0.654, 1.663], [2.998, 0.052, 0.523], [2.532, 1.032, 2.062], [1.249, -1.189, 2.962], [2.106, -2.207, 1.627], [3.141, -1.202, 2.942]],
  "smiles": "[H]/N=C\\C[C@]1(CC(C)C)CC[N@@H+](CC(=O)Cl)[C@@H]1CC",
  "charge": 1,
  "homo_ev": -13.3,
  "largest_force_ev_per_a": 9.2
}

# 5
{
  "formula": "C14H26Hg3O12S3",
  "method": "the ωB97M-V functional and the def2-TZVPD basis",
  "species": ["Hg", "Hg", "Hg", "O", "C", "O", "O", "H", "O", "C", "O", "O", "H", "C", "C", "C", "S", "O", "O", "C", "H", "H", "H", "H", "H", "H", "H", "H", "C", "C", "C", "S", "O", "O", "C", "H", "H", "H", "H", "H", "H", "H", "H", "C", "C", "C", "S", "O", "O", "C", "H", "H", "H", "H", "H", "H", "H", "H"],
  "coordinates": [[-5.298, 2.242, 1.602], [-0.778, 7.108, 2.877], [4.221, 2.661, 3.398], [1.032, 0.304, 2.113], [0.068, 1.199, 1.895], [-1.012, 0.778, 1.357], [0.342, 2.320, 2.312], [0.631, -0.370, 1.559], [4.861, 7.258, -1.366], [4.059, 6.733, -0.429], [2.970, 7.181, -0.116], [4.475, 5.743, 0.208], [5.688, 6.839, -1.114], [5.279, -0.199, -4.248], [6.319, 0.856, -4.562], [7.232, 1.110, -3.312], [6.987, -0.123, -2.046], [6.144, 0.409, -0.925], [8.278, -0.820, -1.818], [5.870, -1.171, -3.216], [4.906, -0.626, -5.179], [4.507, 0.341, -3.701], [5.827, 1.725, -5.001], [6.841, 0.512, -5.455], [7.118, 2.075, -2.817], [8.282, 1.038, -3.592], [5.066, -1.629, -2.640], [6.570, -1.771, -3.797], [-4.342, -2.330, 8.361], [-4.965, -3.792, 8.180], [-5.307, -3.926, 6.738], [-4.033, -2.789, 5.881], [-4.817, -1.730, 5.182], [-2.994, -3.609, 5.197], [-3.267, -1.991, 7.414], [-3.945, -2.293, 9.376], [-5.111, -1.558, 8.330], [-5.882, -3.861, 8.766], [-4.324, -4.633, 8.445], [-6.273, -3.443, 6.589], [-5.449, -4.848, 6.175], [-2.863, -0.987, 7.290], [-2.478, -2.649, 7.779], [-2.503, -1.378, -4.954], [-2.231, 0.114, -5.155], [-3.549, 0.547, -5.535], [-4.665, -0.094, -4.229], [-5.969, -0.469, -4.700], [-4.609, 0.938, -3.143], [-3.677, -1.626, -4.033], [-1.691, -1.962, -4.520], [-2.807, -1.883, -5.871], [-1.500, 0.407, -5.908], [-1.982, 0.534, -4.182], [-3.861, 0.295, -6.548], [-3.596, 1.634, -5.585], [-4.208, -2.518, -4.364], [-3.586, -1.824, -2.965]],
  "charge": 4,
  "homo_ev": -17.3,
  "largest_force_ev_per_a": 4.1
}

Repeat the third record exactly.
{
  "formula": "C14H26Cl6O10",
  "method": "the ωB97M-V functional and the def2-TZVPD basis",
  "species": ["C", "Cl", "Cl", "Cl", "H", "C", "Cl", "Cl", "Cl", "H", "C", "O", "C", "O", "O", "C", "H", "H", "H", "H", "H", "H", "C", "O", "C", "O", "O", "C", "H", "H", "H", "H", "H", "H", "C", "O", "C", "O", "O", "C", "H", "H", "H", "H", "H", "H", "C", "C", "O", "C", "H", "H", "H", "H", "H", "H"],
  "coordinates": [[-0.127, 0.085, -1.806], [0.973, 0.836, -0.721], [0.709, -0.865, -3.118], [-1.333, 1.261, -2.397], [-0.637, -0.672, -1.211], [-0.121, 0.086, 4.493], [1.196, 0.654, 3.453], [-1.648, 0.308, 3.697], [-0.166, 0.875, 6.093], [-0.076, -0.999, 4.584], [-0.462, -3.533, -4.146], [-1.001, -3.476, -2.852], [-1.643, -2.272, -2.538], [-1.856, -1.334, -3.313], [-2.160, -2.375, -1.256], [-2.959, -1.345, -0.733], [0.127, -2.653, -4.405], [-1.292, -3.702, -4.831], [0.164, -4.420, -4.243], [-3.992, -1.564, -1.005], [-2.516, -0.470, -1.208], [-2.799, -1.237, 0.339], [1.807, 2.582, 2.750], [2.537, 3.709, 2.225], [2.658, 3.850, 0.875], [2.285, 3.022, 0.073], [3.511, 4.826, 0.641], [3.826, 5.151, -0.731], [2.216, 1.662, 2.332], [0.735, 2.552, 2.553], [2.025, 2.576, 3.818], [3.040, 5.652, -1.297], [4.173, 4.270, -1.271], [4.694, 5.809, -0.763], [1.455, -3.156, -2.120], [0.364, -2.687, -1.319], [0.354, -2.877, -0.038], [1.130, -3.582, 0.615], [-0.664, -2.182, 0.442], [-0.904, -2.089, 1.846], [2.365, -2.578, -1.955], [1.104, -2.968, -3.134], [1.617, -4.229, -2.026], [-1.119, -3.056, 2.300], [-1.783, -1.460, 1.985], [-0.103, -1.645, 2.437], [-0.613, 1.214, 1.546], [-1.761, 0.799, 0.693], [-2.026, -0.393, 0.620], [-2.432, 1.803, -0.180], [-1.037, 1.835, 2.336], [0.063, 1.830, 0.953], [-0.044, 0.453, 2.079], [-2.898, 1.316, -1.036], [-1.738, 2.556, -0.553], [-3.220, 2.247, 0.429]],
  "homo_ev": -7.8,
  "largest_force_ev_per_a": 14.0,
  "relative_energy_kj_mol": 1427.85
}